--- one ---
This record from the OMol25 dataset describes a single C3H5FN2S molecule. The level of theory is ωB97M-V/def2-TZVPD.

Values from the calculation:
SMILES string   [H]/N=C\N(S)/C=C\F
LUMO energy   0.545 eV
Frontier orbital gap   9.60 eV

```
12
Properties=species:S:1:pos:R:3:lowdin_charge:R:1
C 0.09 1.21 -0.41 -0.31
C -0.44 -1.08 -0.42 -0.19
C -1.66 -0.94 0.03 -0.13
H 2.19 -0.39 1.62 -0.11
H -0.83 1.19 -1.08 0.14
H 1.56 2.10 0.56 0.08
H -0.05 -1.89 -0.97 0.09
H -2.34 -1.80 0.01 0.12
N 0.67 -0.19 -0.25 -0.52
N 0.62 2.24 0.01 0.08
F -2.07 0.21 0.67 -0.01
S 2.26 -0.65 0.23 0.76
```

=====

--- two ---
This record from the OMol25 dataset describes a single C3H5FN2S molecule. The level of theory is ωB97M-V/def2-TZVPD.

Values from the calculation:
SMILES string   NN(C=S)/C=C\F
LUMO energy   0.253 eV
Frontier orbital gap   8.98 eV

```
12
Properties=species:S:1:pos:R:3:lowdin_charge:R:1
C -1.02 -1.61 0.07 -0.63
C 0.17 0.35 -0.86 -0.11
C 1.01 1.32 -0.78 -0.11
H -0.45 1.07 1.62 0.09
H 0.76 0.01 1.63 0.08
H -1.24 -2.07 1.02 0.06
H -0.10 -0.08 -1.81 0.07
H 1.44 1.83 -1.71 0.14
N -0.25 0.07 1.55 0.08
N -0.43 -0.36 0.21 -0.23
F 1.42 1.86 0.42 -0.03
S -1.33 -2.37 -1.37 0.59
```

=====

two is preferred energetically. Next in line: 13.7 kcal/mol higher.

=====

--- one ---
This record from the OMol25 dataset describes a gas-phase ion, C2H2NO2S2 (charge -1). The level of theory is ωB97M-V/def2-TZVPD.

Values from the calculation:
SMILES string   NC(=S)OC([O-])=S
LUMO energy   3.527 eV
Charge   -1
Frontier orbital gap   7.74 eV

```
9
Properties=species:S:1:pos:R:3:lowdin_charge:R:1
C -0.50 -0.89 -0.06 -1.08
C 1.61 0.77 -0.06 -0.99
N -1.41 0.12 -0.08 0.07
O 0.92 1.73 -0.11 -0.03
O 0.71 -0.68 -0.37 -0.17
S 3.13 0.37 0.24 0.61
S -1.05 -2.42 0.30 0.47
H -1.08 1.08 -0.12 0.07
H -2.33 -0.08 0.26 0.06
```

=====

--- two ---
This record from the OMol25 dataset describes 2 unconnected molecules or ions with the total composition C2H2NO2S2. The level of theory is ωB97M-V/def2-TZVPD.

Values from the calculation:
LUMO energy (spin up / spin down)   2.940 / 3.374 eV
Charge   -1
Frontier orbital gap (spin up / spin down)   5.78 / 6.30 eV

```
9
Properties=species:S:1:pos:R:3:lowdin_charge:R:1
C -0.48 -1.13 -0.69 -0.59
C -0.23 0.64 0.57 -0.93
N 0.45 -0.95 -1.54 -0.35
O -1.40 -1.84 -0.46 0.00
O 0.65 0.59 1.37 -0.25
S 0.04 1.99 -0.69 0.42
S 1.45 0.48 -1.48 0.40
H -1.34 0.82 0.87 0.07
H 0.87 -0.62 2.05 0.23
```

=====

one is preferred energetically. Next in line: 139.8 kcal/mol higher.

=====

--- one ---
This record from the OMol25 dataset describes 2 unconnected molecules or ions with the total composition C5H13N3O2. The level of theory is ωB97M-V/def2-TZVPD.

Values from the calculation:
SMILES string   CCN=C(N)N.CC(=O)O
LUMO energy   0.649 eV
Frontier orbital gap   8.53 eV

```
23
Properties=species:S:1:pos:R:3:lowdin_charge:R:1
C 1.02 -1.08 -0.90 -0.25
C 2.44 -1.66 -0.52 -0.08
C -0.77 -1.74 0.75 -0.55
N 0.33 -1.06 0.44 0.00
N -1.83 -1.82 -0.18 0.10
N -0.84 -2.41 1.93 0.11
H 1.01 0.00 -1.25 0.10
H 0.46 -1.37 -1.67 0.03
H 2.30 -2.57 0.07 0.06
H 3.13 -1.03 -0.11 0.02
H 0.93 2.51 1.29 0.13
H -1.49 -1.81 -1.16 0.09
H -2.55 -2.57 -0.12 0.09
H -0.44 -2.23 2.82 0.08
H -1.77 -2.95 2.14 0.14
H 3.06 -1.78 -1.48 0.09
C -1.38 2.22 -0.86 0.05
C 0.01 2.47 -0.49 -0.56
O 1.06 2.70 -1.01 0.10
O 0.05 2.67 0.87 0.04
H -1.28 1.94 -1.78 0.04
H -1.95 3.14 -0.56 0.15
H -1.77 1.57 -0.29 0.01
```

=====

--- two ---
This record from the OMol25 dataset describes 2 unconnected molecules or ions with the total composition C5H13N3O2. The level of theory is ωB97M-V/def2-TZVPD.

Values from the calculation:
LUMO energy   0.720 eV
Frontier orbital gap   8.60 eV

```
23
Properties=species:S:1:pos:R:3:lowdin_charge:R:1
C 1.28 1.12 -0.11 -0.52
C -3.08 0.42 -1.35 -0.06
C -1.48 0.15 -1.12 -0.29
C -1.11 0.06 0.31 -0.07
C 1.02 0.05 0.93 -0.31
N 1.05 0.28 2.31 0.12
N 1.41 -1.32 0.67 -0.08
N 2.76 -1.58 0.24 0.02
O 1.61 0.61 -1.30 0.11
O 1.33 2.32 0.10 0.09
H -3.26 1.25 -0.68 0.05
H -3.36 0.69 -2.41 0.09
H -3.63 -0.40 -1.09 0.02
H -0.91 1.08 -1.58 0.13
H -1.05 -0.74 -1.56 0.09
H -1.30 -0.92 0.61 0.06
H -1.50 0.91 0.86 0.08
H 0.83 -0.45 2.97 0.10
H 0.60 1.18 2.49 0.10
H 1.22 -1.93 1.38 0.07
H 1.39 -0.30 -1.33 0.06
H 2.85 -1.69 -0.80 0.10
H 3.33 -0.80 0.49 0.06
```

=====

one is preferred energetically. Next in line: 12.7 kcal/mol higher.

=====

--- one ---
This record from the OMol25 dataset describes 8 unconnected molecules or ions with the total composition C24H56N8O8. The level of theory is ωB97M-V/def2-TZVPD.

Values from the calculation:
SMILES string   CNC(C)=O.CNC(C)=O.CNC(C)=O.CNC(C)=O.CNC(C)=O.CNC(C)=O.CNC(C)=O.CNC(C)=O
LUMO energy   0.256 eV
Frontier orbital gap   8.77 eV

```
96
Properties=species:S:1:pos:R:3:lowdin_charge:R:1
C 0.81 -0.82 -0.70 0.01
C 0.18 -0.13 0.50 -0.53
O -0.83 0.56 0.36 0.01
N 0.79 -0.31 1.68 0.05
C 0.37 0.37 2.93 -0.03
H 1.21 -1.80 -0.43 0.07
H 1.58 -0.18 -1.14 0.05
H 0.09 -1.10 -1.46 0.08
H 1.51 -1.03 1.80 0.07
H 0.43 -0.33 3.76 0.07
H -0.66 0.71 2.86 0.07
H 1.06 1.19 3.12 0.07
C 5.10 -5.68 -3.87 0.01
C 4.19 -4.65 -3.16 -0.52
O 4.05 -4.73 -1.95 0.01
N 3.73 -3.60 -3.87 0.03
C 2.92 -2.53 -3.27 -0.05
H 6.14 -5.41 -3.69 0.09
H 4.89 -5.69 -4.94 0.07
H 4.86 -6.66 -3.46 0.08
H 3.88 -3.59 -4.86 0.13
H 3.42 -1.71 -2.76 0.08
H 2.28 -2.98 -2.52 0.08
H 2.23 -2.13 -4.01 0.08
C 2.42 -4.76 1.31 0.02
C 2.89 -3.33 1.26 -0.55
O 2.49 -2.48 2.06 -0.01
N 3.82 -3.06 0.36 0.03
C 4.31 -1.72 0.11 -0.05
H 1.34 -4.70 1.42 0.09
H 2.92 -5.30 2.11 0.09
H 2.63 -5.25 0.36 0.07
H 4.18 -3.78 -0.25 0.09
H 3.42 -1.09 0.00 0.05
H 4.90 -1.68 -0.80 0.09
H 4.86 -1.29 0.95 0.09
C -3.85 3.13 5.12 -0.01
C -4.54 2.91 3.72 -0.55
O -5.41 3.66 3.34 0.04
N -4.04 1.90 2.98 0.01
C -4.48 1.61 1.61 -0.05
H -4.15 4.08 5.56 0.07
H -2.77 3.15 4.99 0.06
H -4.15 2.40 5.87 0.07
H -3.40 1.27 3.42 0.08
H -5.40 1.03 1.71 0.09
H -3.76 0.95 1.14 0.07
H -4.63 2.50 1.01 0.09
C -4.05 0.26 -1.80 0.00
C -3.71 1.76 -1.83 -0.56
O -4.62 2.57 -1.86 0.03
N -2.43 2.14 -1.68 0.03
C -2.01 3.47 -2.06 -0.07
H -4.89 0.19 -1.10 0.07
H -3.21 -0.37 -1.52 0.07
H -4.44 -0.14 -2.73 0.07
H -1.73 1.45 -1.44 0.07
H -2.06 4.19 -1.23 0.09
H -2.61 3.86 -2.88 0.07
H -0.95 3.42 -2.32 0.04
C 3.30 2.39 0.99 0.01
C 2.87 1.91 -0.42 -0.57
O 3.59 1.18 -1.06 0.03
N 1.73 2.42 -0.88 0.03
C 1.19 2.14 -2.20 -0.08
H 3.45 1.56 1.68 0.08
H 2.51 3.00 1.42 0.07
H 4.15 3.07 0.92 0.08
H 1.14 2.97 -0.29 0.14
H 1.81 1.49 -2.83 0.08
H 1.15 3.11 -2.70 0.09
H 0.24 1.62 -2.08 0.05
C -1.61 -2.15 5.26 0.01
C -1.72 -0.66 5.47 -0.58
O -2.38 0.05 4.75 0.04
N -0.91 -0.17 6.44 0.02
C -0.73 1.26 6.76 -0.05
H -2.60 -2.61 5.19 0.09
H -1.12 -2.62 6.12 0.07
H -0.96 -2.26 4.40 0.08
H -0.39 -0.81 7.03 0.12
H -1.62 1.77 7.12 0.07
H -0.43 1.80 5.87 0.08
H 0.00 1.45 7.55 0.08
C -0.85 -0.22 -4.56 0.01
C -1.85 0.84 -5.00 -0.56
O -3.04 0.53 -5.00 0.03
N -1.43 2.06 -5.36 0.02
C -2.36 3.05 -5.86 -0.07
H 0.01 0.30 -4.14 0.05
H -0.61 -0.85 -5.42 0.09
H -1.36 -0.76 -3.76 0.08
H -0.48 2.35 -5.18 0.13
H -1.91 3.87 -6.43 0.08
H -2.81 3.63 -5.05 0.07
H -3.07 2.58 -6.54 0.09
```

=====

--- two ---
This record from the OMol25 dataset describes 8 unconnected molecules or ions with the total composition C24H56N8O8. The level of theory is ωB97M-V/def2-TZVPD.

Values from the calculation:
SMILES string   CNC(C)=O.CNC(C)=O.CNC(C)=O.CNC(C)=O.CNC(C)=O.CNC(C)=O.CNC(C)=O.CNC(C)=O
LUMO energy   0.124 eV
Frontier orbital gap   8.23 eV

```
96
Properties=species:S:1:pos:R:3:lowdin_charge:R:1
C -3.94 -1.92 -4.87 -0.01
C -3.50 -1.97 -3.41 -0.54
O -3.89 -2.86 -2.69 0.04
N -2.45 -1.18 -3.02 0.02
C -1.77 -0.18 -3.82 -0.10
H -4.07 -0.88 -5.20 0.06
H -4.91 -2.38 -4.97 0.08
H -3.17 -2.41 -5.45 0.09
H -2.04 -1.35 -2.11 0.11
H -2.36 0.09 -4.69 0.06
H -0.79 -0.53 -4.17 0.08
H -1.58 0.70 -3.20 0.07
C -2.91 4.64 3.37 0.00
C -2.43 3.19 3.25 -0.53
O -3.14 2.26 3.65 0.00
N -1.24 3.01 2.61 0.01
C -0.61 1.71 2.49 -0.07
H -2.84 5.16 2.43 0.07
H -2.41 5.12 4.22 0.08
H -3.94 4.56 3.72 0.08
H -0.63 3.83 2.49 0.08
H -1.34 0.97 2.78 0.07
H 0.21 1.60 3.22 0.09
H -0.22 1.59 1.49 0.06
C -0.07 -4.30 -2.26 0.00
C -1.06 -4.86 -1.28 -0.57
O -2.19 -4.48 -1.29 0.08
N -0.52 -5.57 -0.25 0.00
C -1.20 -5.99 0.99 -0.06
H 0.26 -3.41 -1.69 0.07
H -0.52 -3.97 -3.18 0.08
H 0.90 -4.79 -2.42 0.08
H 0.45 -5.84 -0.31 0.11
H -2.22 -5.62 1.00 0.08
H -0.66 -5.56 1.83 0.06
H -1.19 -7.08 1.04 0.08
C 0.95 -2.03 0.87 0.01
C 0.77 -0.85 -0.06 -0.53
O 0.04 -0.88 -1.03 0.04
N 1.66 0.16 0.14 0.01
C 1.72 1.36 -0.67 -0.06
H 1.37 -1.63 1.81 0.07
H 1.61 -2.83 0.56 0.08
H -0.01 -2.46 1.16 0.07
H 2.37 0.07 0.83 0.13
H 2.72 1.51 -1.06 0.08
H 1.50 2.21 -0.02 0.06
H 1.02 1.41 -1.49 0.08
C -2.88 -2.61 1.72 -0.01
C -4.25 -2.52 1.08 -0.56
O -4.51 -3.21 0.13 0.06
N -5.13 -1.57 1.48 0.01
C -4.93 -0.67 2.58 -0.09
H -2.86 -3.07 2.71 0.09
H -2.43 -1.60 1.75 0.07
H -2.22 -3.16 1.07 0.05
H -5.93 -1.52 0.89 0.14
H -5.08 0.36 2.21 0.08
H -3.93 -0.70 2.96 0.06
H -5.70 -0.71 3.36 0.08
C 1.38 -3.70 4.02 -0.01
C 2.70 -3.57 3.31 -0.54
O 3.45 -2.61 3.59 0.01
N 2.98 -4.51 2.35 0.00
C 4.30 -4.63 1.72 -0.07
H 1.00 -2.73 4.32 0.09
H 1.61 -4.21 4.96 0.09
H 0.69 -4.35 3.49 0.06
H 2.44 -5.36 2.40 0.12
H 4.78 -5.56 2.05 0.08
H 4.94 -3.83 2.08 0.08
H 4.25 -4.53 0.64 0.08
C 4.83 3.54 -2.61 0.00
C 3.73 4.45 -3.11 -0.57
O 2.88 4.84 -2.36 0.04
N 3.68 4.66 -4.43 0.00
C 2.74 5.53 -5.08 -0.05
H 4.91 3.50 -1.54 0.07
H 5.79 3.85 -3.06 0.09
H 4.67 2.56 -3.08 0.09
H 4.19 3.96 -4.96 0.14
H 2.15 5.99 -4.29 0.08
H 2.05 4.96 -5.69 0.09
H 3.28 6.27 -5.66 0.08
C 0.11 5.53 -0.43 0.01
C 0.93 5.21 0.80 -0.53
O 0.43 5.21 1.93 0.00
N 2.18 4.80 0.57 0.01
C 3.01 4.29 1.61 -0.08
H 0.55 6.38 -0.96 0.09
H -0.91 5.75 -0.15 0.08
H 0.16 4.69 -1.12 0.08
H 2.51 4.66 -0.37 0.09
H 2.71 3.28 1.93 0.08
H 2.96 4.95 2.49 0.09
H 4.06 4.36 1.34 0.08
```

=====

one is preferred energetically. Next in line: 33.5 kcal/mol higher.

=====

--- one ---
This record from the OMol25 dataset describes a single C3H4FI molecule. The level of theory is ωB97M-V/def2-TZVPD.

Values from the calculation:
LUMO energy (spin up / spin down)   -1.592 / -1.480 eV
Frontier orbital gap (spin up / spin down)   7.54 / 7.73 eV

```
9
Properties=species:S:1:pos:R:3:lowdin_charge:R:1
C 0.84 0.19 -0.57 -0.22
C -0.10 -1.05 -0.57 -0.18
C -0.59 0.30 -0.32 -0.78
F -1.08 1.48 3.01 -0.77
I -1.76 1.40 0.86 1.43
H 1.59 0.35 0.30 0.14
H 1.43 0.55 -1.47 0.11
H -0.39 -1.41 -1.57 0.11
H 0.07 -1.82 0.34 0.16
```

=====

--- two ---
This record from the OMol25 dataset describes a single C3H4FI molecule. The level of theory is ωB97M-V/def2-TZVPD.

Values from the calculation:
SMILES string   FC1(I)CC1
LUMO energy   0.475 eV
Frontier orbital gap   9.79 eV

```
9
Properties=species:S:1:pos:R:3:lowdin_charge:R:1
C -0.56 0.30 -0.69 -0.09
C -0.43 0.08 0.79 -0.17
C 0.67 -0.50 -0.01 -0.91
F 0.77 -1.81 -0.08 -0.01
I 2.58 0.43 0.07 0.85
H -1.12 -0.30 -1.31 0.07
H -0.43 1.18 -1.21 0.06
H -0.16 1.02 1.23 0.08
H -1.31 -0.40 1.21 0.12
```

=====

two is preferred energetically. Next in line: 71.6 kcal/mol higher.